Computed, not measured: C7H16BCl2F3GaO as an isolated structure, with the ωB97M-V functional and the def2-TZVPD basis.

Last column: Löwdin charge in e.
Element x y z (Å)
C: -3.912 0.080 1.111  -0.132
C: -3.651 -1.140 2.017  -0.235
B: -2.479 -0.770 3.029  -0.590
O: -2.899 0.127 4.016  0.005
Ga: -0.469 -1.462 2.995  0.373
C: 0.098 -1.987 1.072  -0.313
C: 1.053 -0.950 0.454  -0.203
C: 0.747 -0.529 -0.961  -0.606
F: 0.095 -1.441 -1.703  0.113
F: 0.009 0.604 -1.026  0.106
F: 1.890 -0.245 -1.670  0.061
H: -4.883 0.011 0.613  0.058
H: -3.153 0.145 0.327  0.063
H: -3.883 1.008 1.683  0.061
H: -3.399 -2.002 1.395  0.073
H: -4.562 -1.360 2.590  0.085
H: -2.149 0.677 4.261  0.058
H: -0.211 -2.687 4.014  -0.117
H: 0.531 -0.236 3.423  -0.091
H: 0.619 -2.943 1.145  0.025
H: -0.782 -2.134 0.445  0.032
H: 1.075 -0.029 1.042  0.078
H: 2.072 -1.340 0.431  0.113
Cl: 4.850 2.881 -5.391  0.511
C: 4.284 2.218 -3.829  -0.661
C: 2.784 2.215 -3.709  -0.659
Cl: 2.117 3.869 -3.608  0.529
H: 4.742 2.808 -3.039  0.067
H: 4.650 1.195 -3.768  0.073
H: 2.498 1.693 -2.799  0.052
H: 2.318 1.724 -4.559  0.071

Calculated values
Charge: -1
E_tot, eV: -95817.802
Frontier orbital gap, eV: 6.50